Entry 1:
Computed, not measured: C23H58F6Li2O15 as an isolated structure in a non-equilibrium geometry, with ωB97M-V/def2-TZVPD.

**Net charge**: 0
**2S+1**: 1
**HOMO energy**: -0.2381 Ha
**E_tot**: -72180.2810 eV
**Lowest unoccupied orbital energy**: -0.819 eV
**HOMO-LUMO gap**: 5.660 eV

Each line ends with the Mulliken charge.
Element x y z (Å)
Li -1.48090 -0.58185 2.39442  0.537
Li -0.71024 -2.68823 2.78321  0.678
C 0.57635 -4.36116 2.09728  0.313
O -0.23946 -3.34814 1.49500  -0.457
O 0.44667 -4.05094 3.47227  -1.045
C 0.29108 -5.91120 1.62092  0.644
F 1.02989 -6.83345 2.27469  -0.266
F -0.99380 -6.38907 1.59726  -0.321
F 0.71795 -6.02165 0.35716  -0.289
C -0.58015 -3.29123 0.12462  -1.009
C -1.47896 -2.02238 0.01186  -0.356
H -2.41867 -2.12161 0.55519  1.097
H -0.95088 -1.08037 0.15967  -0.424
H -1.83654 -1.98865 -1.01727  -0.133
H -1.18965 -4.16467 -0.10715  0.539
H 0.32632 -3.22090 -0.47659  0.453
H 1.62518 -4.19141 1.85385  0.044
C 0.71960 -0.97560 2.08501  0.235
O -0.51633 -0.52028 1.46865  -0.618
O 0.29747 -1.63022 3.21131  -1.270
C 1.71169 -1.68610 1.12115  -0.046
F 1.09989 -1.84869 -0.06457  0.716
F 2.77231 -0.91401 0.97391  0.062
F 2.15139 -2.90740 1.51335  -0.745
C -0.48275 0.45085 0.43692  1.444
C -1.94446 0.59473 0.08290  -2.431
H -2.09748 0.95573 -0.93414  -0.464
H -2.40593 -0.35896 -0.17327  1.009
H -2.64384 1.06750 0.77243  -0.556
H -0.07599 0.16666 -0.53359  0.052
H -0.02472 1.41074 0.67547  0.719
H 1.21771 -0.09361 2.48761  0.851
C 4.92908 4.75268 0.58133  -0.883
O 3.77449 3.93678 0.37481  -0.296
C 2.59527 4.64692 0.80186  -1.068
C 1.25096 4.18024 0.24357  -0.074
O 0.94770 2.84837 0.73372  -0.259
C 1.61300 1.86641 -0.02331  -1.344
H 5.21887 5.17958 -0.37883  0.296
H 5.73573 4.07739 0.86664  0.275
H 4.83471 5.56379 1.30335  0.349
H 2.57206 5.73025 0.68379  0.516
H 2.52419 4.48034 1.87670  0.374
H 1.19984 4.26867 -0.84163  0.110
H 0.57495 4.79857 0.83415  0.356
H 1.26689 1.88428 -1.05673  0.578
H 1.40522 0.84547 0.29699  -0.261
H 2.68897 1.98804 0.10159  0.776
C 0.98542 -1.21597 -1.97145  -0.815
O -0.18326 -2.03794 -2.31196  -0.399
C -1.22199 -1.24811 -2.92584  -0.937
C -2.44476 -2.13672 -3.31692  -0.395
O -3.57875 -1.39536 -3.78998  -0.295
C -4.74502 -2.19652 -3.89296  -0.796
H 0.66499 -0.46621 -1.24806  0.991
H 1.54249 -0.63161 -2.70379  0.500
H 1.79294 -1.83662 -1.58313  0.140
H -0.96328 -0.44465 -3.61548  0.899
H -1.67741 -0.72253 -2.08652  -0.289
H -2.76876 -2.58530 -2.37782  0.372
H -2.17862 -2.99876 -3.92859  0.528
H -5.22942 -2.63847 -3.02224  0.304
H -4.55124 -2.94345 -4.66280  0.332
H -5.47836 -1.50156 -4.30203  0.254
C -0.07574 3.07436 -1.73948  -2.750
O -0.07330 2.27517 -2.85511  -0.459
C -1.30241 2.01128 -3.65072  -0.910
C -2.60234 1.79446 -2.89007  0.051
O -2.85792 2.90847 -1.95020  -0.239
C -3.54115 4.04228 -2.53235  -0.830
H -0.41584 2.44985 -0.91338  0.789
H -0.69973 3.96015 -1.85826  1.382
H 0.89828 3.47238 -1.45492  1.011
H -1.14521 1.22859 -4.39286  0.598
H -1.37448 2.88610 -4.29694  0.435
H -2.21931 0.95611 -2.30822  -0.172
H -3.44477 1.50199 -3.51687  0.614
H -4.60139 3.82239 -2.65741  0.242
H -2.96315 4.31372 -3.41571  0.366
H -3.39768 4.80312 -1.76513  0.317
O -2.70367 0.25722 2.35528  -0.473
H -3.08450 0.97245 1.84572  0.250
H -3.06595 0.36929 3.23415  0.363
O 1.15410 0.82560 3.86583  -0.588
H 0.84343 1.46615 3.22597  0.269
H 1.76650 1.31377 4.41619  0.321
C -2.43099 3.37539 0.59404  -1.654
O -1.59640 4.27231 -0.17891  -0.547
H -2.03314 2.36743 0.47642  1.069
H -2.47583 3.67232 1.64185  0.553
H -3.41268 3.38176 0.12038  0.422
H -1.88492 4.11476 -1.08086  0.313
C 3.91404 -1.38718 2.19476  -0.349
O 4.63818 -2.36394 2.92311  -0.827
H 4.69996 -0.80899 1.70886  0.351
H 3.26464 -1.83747 1.44401  -0.263
H 3.44532 -0.73217 2.92917  0.279
H 4.01234 -3.04470 3.18095  0.787
C 3.36195 -4.79052 2.75001  -0.773
O 2.94101 -3.44650 2.92039  -0.633
H 2.62101 -5.54244 2.47847  0.354
H 3.93304 -4.85046 1.82354  0.319
H 3.89940 -5.20950 3.60072  0.344
H 1.99965 -3.36743 2.74960  0.868



Entry 2:
Computed, not measured: a 4-piece molecular cluster, C23H58N4O4P overall in a non-equilibrium geometry, with ωB97M-V/def2-TZVPD.

**Net charge**: +1
**2S+1**: 1
**HOMO energy**: -0.3469 Ha
**E_tot**: -48223.8663 eV
**Lowest unoccupied orbital energy**: -3.531 eV
**HOMO-LUMO gap**: 5.907 eV

Each line ends with the Mulliken charge.
Element x y z (Å)
O 0.00344 2.18645 5.32118  -0.692
P -1.16884 1.51506 4.64054  1.007
O -0.49286 0.55929 3.41927  -0.330
O -1.91984 0.56458 5.77692  -0.446
C -2.22920 2.90175 3.96752  -0.615
N -3.66961 2.52908 3.65555  0.109
C -4.40210 2.33801 4.95932  -0.445
C -5.03733 0.91572 5.19845  -0.510
O -4.56309 -0.12234 4.34622  -0.384
C -4.87174 0.33606 3.00655  -0.725
C -3.80736 1.42821 2.65360  0.374
H -0.65678 1.07261 2.60932  0.177
H -1.90860 -0.35624 5.45830  0.325
H -1.75785 3.27189 3.01592  0.011
H -2.22057 3.74132 4.69352  0.519
H -4.06331 3.37033 3.22036  0.493
H -3.74913 2.59736 5.82485  0.376
H -5.23856 3.08224 5.00226  0.362
H -6.15768 0.98065 5.20492  0.363
H -4.76655 0.61277 6.24062  0.325
H -5.86475 0.85714 3.08381  0.365
H -4.90481 -0.51059 2.29398  0.417
H -4.13238 1.88552 1.68209  0.225
H -2.84978 0.90672 2.41617  -0.284
C 0.81890 4.56630 0.90941  -1.199
C 0.44521 4.07094 -0.47935  -0.421
N -0.97872 3.79661 -0.63871  0.491
C -1.29136 3.07133 -1.86817  -0.215
C -1.01454 3.77595 -3.19616  -1.177
C -1.87998 4.89465 -0.31317  -0.562
C -1.71126 6.20949 -1.07568  -1.274
H 0.49006 3.86372 1.68142  0.080
H 1.90177 4.66886 0.99188  0.452
H 0.38584 5.54598 1.12429  0.303
H 1.00250 3.14588 -0.65355  0.473
H 0.80510 4.79639 -1.21977  0.229
H -2.34120 2.76014 -1.84636  0.373
H -0.72401 2.13456 -1.85781  -0.176
H -1.75734 4.54309 -3.41063  0.268
H -1.06683 3.05070 -4.01188  0.463
H -0.02280 4.22867 -3.22942  0.251
H -1.78081 5.11054 0.75812  0.166
H -2.91532 4.55312 -0.42260  0.427
H -0.66594 6.50624 -1.17031  0.257
H -2.22730 7.01172 -0.54130  0.420
H -2.14988 6.16020 -2.07079  0.301
C -0.64475 -2.63892 -3.56951  -1.599
C -0.14338 -1.84290 -2.37268  0.150
N -1.09844 -1.77171 -1.27604  0.232
C -0.73271 -0.79566 -0.26190  0.400
C 0.54624 -1.04400 0.53845  -0.809
C -1.58946 -3.04668 -0.76991  -0.747
C -0.55651 -4.04409 -0.24541  -0.577
H -1.59669 -2.24682 -3.93306  0.358
H 0.07852 -2.57506 -4.38466  0.459
H -0.77257 -3.69755 -3.33344  0.324
H 0.06065 -0.82629 -2.72347  0.364
H 0.82023 -2.26210 -2.04969  -0.060
H -1.56821 -0.67536 0.44078  0.243
H -0.64102 0.17911 -0.75513  -0.618
H 0.40904 -1.82762 1.28249  0.261
H 0.81900 -0.13501 1.08423  0.479
H 1.39526 -1.30645 -0.09388  -0.044
H -2.15746 -3.53375 -1.56789  0.407
H -2.33446 -2.86250 0.01134  0.274
H 0.31382 -4.12266 -0.89810  -0.100
H -1.00469 -5.03918 -0.18280  0.424
H -0.21706 -3.78685 0.75764  0.264
C 7.28846 -4.06460 -3.00844  -1.433
C 6.22191 -3.94451 -1.92858  -0.311
N 5.10415 -3.09261 -2.30431  0.135
C 4.23257 -2.76125 -1.18622  -0.852
C 3.46175 -3.90208 -0.51926  -0.588
C 4.42335 -3.43774 -3.54453  -0.673
C 3.81759 -4.83844 -3.66189  -0.913
H 7.65655 -3.08190 -3.30967  0.333
H 8.13555 -4.63913 -2.62886  0.436
H 6.91775 -4.58345 -3.89518  0.298
H 6.70412 -3.51640 -1.04471  0.434
H 5.89106 -4.95378 -1.64681  0.261
H 3.51927 -1.99264 -1.50518  0.376
H 4.84407 -2.27242 -0.41946  0.331
H 2.62231 -4.23308 -1.13029  -0.194
H 3.04340 -3.55454 0.43032  0.384
H 4.09556 -4.76159 -0.29740  0.422
H 5.13106 -3.30487 -4.36827  0.378
H 3.64217 -2.69679 -3.74278  0.317
H 4.48724 -5.61617 -3.29104  0.261
H 3.61410 -5.06197 -4.71268  0.389
H 2.86781 -4.91665 -3.13280  0.176



Entry 3:
Computed, not measured: a 7-piece molecular cluster, C23H59BNO8S7 overall in a non-equilibrium geometry, with ωB97M-V/def2-TZVPD.

**Net charge**: +1
**2S+1**: 1
**HOMO energy**: -0.3679 Ha
**E_tot**: -119190.0057 eV
**Lowest unoccupied orbital energy**: -2.835 eV
**HOMO-LUMO gap**: 7.176 eV

Each line ends with the Mulliken charge.
Element x y z (Å)
C 1.18785 0.46678 1.02608  -0.190
C 1.69843 1.55542 0.99175  -0.161
C 2.34660 2.86298 1.00456  -0.613
C 1.75413 3.76625 2.09302  -1.078
C 0.24528 3.94996 1.89739  0.287
S 0.00566 5.07481 0.51633  0.088
O -1.09379 4.55119 -0.52716  -0.316
C -1.98100 3.44774 -0.19440  -1.405
C -3.09510 3.84590 0.76538  1.621
C -4.19618 4.57096 -0.03729  -1.874
C -3.69850 2.61089 1.46672  0.372
C -4.70460 3.10796 2.53608  -1.400
C -2.65146 1.75733 2.19374  -1.807
B -0.83164 6.59899 1.31847  0.379
N -1.89182 7.20393 0.60342  -0.318
O -0.25034 6.99071 2.48390  -0.492
H 0.68353 -0.46297 1.02037  0.437
H 3.40761 2.71758 1.20411  0.453
H 2.27568 3.33455 0.02220  0.347
H 2.26083 4.73228 2.02453  0.334
H 1.94026 3.36328 3.08701  0.430
H -0.18949 2.97250 1.69274  -0.244
H -0.19691 4.37286 2.79558  0.461
H -1.43286 2.55523 0.09762  0.404
H -2.42758 3.20586 -1.15860  0.551
H -2.72069 4.50229 1.56377  -0.046
H -4.61236 5.43389 0.48417  0.416
H -5.01902 3.89047 -0.25235  0.438
H -3.82163 4.93426 -0.99573  0.447
H -4.24677 1.99803 0.74733  0.418
H -4.84993 4.18929 2.46952  0.404
H -4.33552 2.90359 3.53938  0.387
H -5.67880 2.64496 2.42129  0.164
H -2.02353 1.17147 1.52102  0.380
H -3.14405 1.10865 2.91421  0.535
H -1.99134 2.42715 2.75442  0.359
H -1.99583 8.17030 0.90357  0.292
H -2.80623 6.77592 0.70426  0.180
H -0.83345 6.89837 3.24480  0.344
C 5.72890 -0.65589 -2.27559  -0.844
S 4.35284 0.48234 -2.36368  0.457
O 4.13463 1.01077 -0.98659  -0.582
C 3.07859 -0.75330 -2.64200  -0.948
H 6.63391 -0.09460 -2.05590  0.164
H 5.55322 -1.37980 -1.48028  0.332
H 5.84034 -1.16022 -3.23566  0.415
H 3.08425 -1.46592 -1.81735  0.278
H 3.26686 -1.25848 -3.58903  0.393
H 2.11995 -0.24002 -2.68392  0.305
C -7.70535 -1.71192 3.42977  -1.088
S -6.90285 -0.46910 2.42262  0.707
O -6.47135 0.62544 3.34618  -0.655
C -8.39591 0.10338 1.60667  -1.014
H -6.94134 -2.16881 4.05496  0.288
H -8.46212 -1.23349 4.05177  0.442
H -8.14103 -2.46348 2.77434  0.340
H -9.11050 0.44581 2.35501  0.320
H -8.81249 -0.71258 1.01668  0.387
H -8.12155 0.92764 0.95134  0.310
C 9.99554 1.32123 -2.57480  -0.963
S 10.14934 -0.37112 -2.02010  0.487
O 8.79639 -0.80710 -1.56156  -0.596
C 11.10066 -0.01712 -0.54094  -0.959
H 9.39564 1.32155 -3.47977  0.217
H 9.50526 1.91121 -1.79860  0.431
H 10.98059 1.71840 -2.80800  0.391
H 10.53680 0.66511 0.09484  0.286
H 12.05681 0.42075 -0.82630  0.367
H 11.26716 -0.95804 -0.02127  0.332
C 9.61791 0.47648 -7.02303  -0.933
S 11.25431 0.56007 -6.28902  0.529
O 11.19689 1.61339 -5.23709  -0.586
C 12.07086 1.29103 -7.70986  -0.994
H 8.93931 0.08097 -6.26985  0.275
H 9.30309 1.47642 -7.32080  0.307
H 9.64106 -0.19358 -7.88214  0.404
H 11.58567 2.23402 -7.96029  0.307
H 12.02594 0.59737 -8.54916  0.386
H 13.10838 1.46845 -7.43586  0.321
C -4.73553 -5.47554 0.79859  -0.924
S -6.37741 -5.10051 1.40577  0.451
O -6.61834 -3.65292 1.12879  -0.603
C -5.97419 -5.25716 3.14410  -0.893
H -4.75974 -5.39330 -0.28681  0.298
H -4.02976 -4.75440 1.21097  0.382
H -4.47439 -6.49058 1.09830  0.301
H -5.16970 -4.56384 3.39092  0.290
H -5.67425 -6.28791 3.33800  0.377
H -6.86721 -5.01246 3.71659  0.305
C -6.14938 -10.75362 2.26729  -0.948
S -5.34647 -9.49262 1.27811  0.453
O -4.88964 -8.42549 2.21655  -0.591
C -6.84150 -8.88889 0.48938  -0.854
H -5.38504 -11.23213 2.87545  0.329
H -6.89854 -10.28923 2.90801  0.309
H -6.60769 -11.48883 1.60660  0.372
H -7.54938 -8.55562 1.24827  0.287
H -7.27515 -9.68704 -0.11284  0.408
H -6.57669 -8.05209 -0.15361  0.250



Entry 4:
Computed, not measured: a 4-piece molecular cluster, C23H60ClN4O7PSi overall in a non-equilibrium geometry, with ωB97M-V/def2-TZVPD.

**Net charge**: 0
**2S+1**: 1
**HOMO energy**: -0.3085 Ha
**E_tot**: -74803.4768 eV
**Lowest unoccupied orbital energy**: 0.581 eV
**SMILES**: CCCN[Si@@H](CC)P(O)Cl.COCCNCCOC.COCCNCCOC.COCCNCCOC
**HOMO-LUMO gap**: 8.974 eV

Each line ends with the Mulliken charge.
Element x y z (Å)
C -2.64544 -1.48318 -0.99452  -0.783
C -3.63039 -1.83458 -2.07611  -0.421
C -4.56089 -0.71770 -2.48374  -0.811
N -5.21381 -0.02095 -1.34507  0.092
Si -6.91610 -0.33925 -1.16314  -0.017
C -7.30364 -2.04257 -0.48041  -0.439
C -7.76508 -3.01689 -1.54742  -1.336
P -7.55598 1.28254 0.29063  0.173
O -6.87982 2.52152 -0.51024  -0.424
Cl -9.53833 1.36615 -0.33410  -0.269
H -3.10776 -1.08733 -0.10370  0.445
H -1.94276 -0.74415 -1.34824  -0.116
H -2.12888 -2.37217 -0.67553  0.319
H -3.06533 -2.09636 -2.95957  0.310
H -4.21156 -2.71223 -1.81527  0.377
H -5.31751 -1.14150 -3.12990  0.331
H -4.03694 0.00830 -3.08767  0.282
H -4.75916 -0.27535 -0.47432  0.158
H -7.56488 -0.16552 -2.48556  -0.086
H -6.38071 -2.41558 -0.05862  0.326
H -8.01661 -2.02013 0.33168  0.506
H -8.73770 -2.75751 -1.92611  0.347
H -7.06648 -3.05176 -2.36907  0.336
H -7.81202 -4.01486 -1.14032  0.363
H -6.39910 2.20611 -1.30870  0.348
C 2.14991 -0.69114 5.41714  -0.395
O 2.31188 -1.95026 4.79351  -0.230
C 1.68336 -3.04347 5.45222  -0.911
C 0.54157 -3.59050 4.62626  -0.176
N -0.57354 -2.65544 4.57549  -0.290
C -1.61156 -2.98024 3.60078  -1.034
C -1.21593 -2.98221 2.12884  -0.214
O -0.86641 -1.70408 1.63379  -0.460
C 0.47228 -1.32316 1.88660  -0.541
H 2.79117 0.01504 4.89115  -0.130
H 1.11732 -0.32823 5.36102  0.338
H 2.44966 -0.72880 6.46892  0.350
H 1.33838 -2.75003 6.44782  0.423
H 2.43574 -3.82814 5.57086  0.397
H 0.19316 -4.52789 5.06993  0.413
H 0.95052 -3.82573 3.63377  0.158
H -0.21899 -1.73180 4.37013  0.099
H -2.41493 -2.25037 3.72396  0.421
H -2.03167 -3.95966 3.85166  0.411
H -2.08379 -3.31088 1.54937  0.372
H -0.40958 -3.69601 1.91998  0.295
H 1.14980 -2.18017 1.87085  0.294
H 0.57277 -0.80105 2.84167  0.205
H 0.77248 -0.62686 1.10211  0.216
C 5.59856 1.03953 4.12494  -0.857
O 4.38252 1.47092 3.54704  -0.195
C 4.44415 2.73171 2.89043  -0.976
C 4.27589 2.58266 1.39590  0.082
N 5.42651 1.92828 0.78989  -0.344
C 5.26197 1.54018 -0.61158  -0.811
C 4.18862 0.51166 -0.94138  -0.077
O 4.45131 -0.77177 -0.41042  -0.496
C 4.08631 -0.91462 0.94739  -0.338
H 5.37827 0.15126 4.71448  0.238
H 6.34860 0.77770 3.37064  0.333
H 6.01726 1.80506 4.78485  0.353
H 5.38316 3.24115 3.12463  0.401
H 3.62201 3.34114 3.27610  0.361
H 4.16505 3.57654 0.95394  0.347
H 3.33531 2.03795 1.22987  0.073
H 5.65364 1.10312 1.32807  0.131
H 6.21853 1.13812 -0.95225  0.372
H 5.06944 2.44173 -1.20182  0.366
H 4.14809 0.39858 -2.02711  0.371
H 3.19167 0.84600 -0.62367  0.070
H 3.22888 -0.28291 1.19392  0.017
H 4.91457 -0.67409 1.62008  0.198
H 3.81341 -1.95543 1.12160  0.337
C 2.09676 4.32184 -2.25669  -0.538
O 1.41353 4.35754 -3.48960  -0.358
C 2.15648 3.87013 -4.59873  -0.764
C 1.56669 2.58662 -5.13170  -0.306
N 1.74217 1.48227 -4.19773  -0.056
C 1.02058 0.26926 -4.56245  -0.885
C -0.49887 0.33813 -4.61585  -0.573
O -1.11450 0.51206 -3.35455  -0.253
C -1.22510 1.84645 -2.89350  -0.779
H 1.48530 4.85737 -1.53273  0.290
H 2.25042 3.29881 -1.89356  0.065
H 3.06976 4.81729 -2.32978  0.410
H 3.20686 3.72953 -4.32646  0.352
H 2.10859 4.62931 -5.38419  0.404
H 2.06736 2.33320 -6.07082  0.355
H 0.51055 2.78550 -5.36226  0.250
H 1.44693 1.77627 -3.27521  -0.097
H 1.29042 -0.50833 -3.84346  0.329
H 1.38444 -0.06266 -5.54013  0.483
H -0.85606 -0.62570 -4.98823  0.362
H -0.85560 1.10009 -5.32013  0.408
H -1.35247 2.54853 -3.72120  0.421
H -0.35925 2.15017 -2.29716  0.181
H -2.10549 1.89786 -2.25225  0.318